DFT (wB97M-V/def2-TZVPD) results for C9H9CeN3O5 as an isolated structure at a distorted geometry.

Element x y z (Å)
Ce (0.462, 0.084, -1.988)
O (0.420, 3.234, -2.182)
C (0.449, 2.065, -2.279)
C (0.453, -1.858, -2.226)
O (0.424, -3.029, -2.204)
C (2.405, 0.112, -2.333)
O (3.570, 0.114, -2.238)
C (-1.522, 0.099, -2.368)
O (-2.687, 0.106, -2.235)
H (0.434, 0.530, -4.224)
H (0.436, -0.302, -4.232)
C (1.050, -1.842, 3.021)
N (0.309, -0.875, 2.217)
C (-0.585, -0.053, 2.842)
C (-1.304, 0.887, 2.174)
C (-1.129, 1.039, 0.811)
N (-0.253, 0.203, 0.248)
C (0.512, -0.755, 0.871)
O (1.333, -1.460, 0.230)
N (-1.766, 1.949, 0.081)
H (0.368, -2.522, 3.539)
H (1.631, -1.341, 3.802)
H (1.729, -2.429, 2.407)
H (-0.690, -0.190, 3.922)
H (-1.988, 1.538, 2.655)
H (-2.383, 2.535, 0.587)
H (-1.681, 2.163, -0.900)

Atoms 1-6, force components in eV/Å:
-0.4693 0.4243 12.0939
0.1851 -5.5092 -0.1453
-0.1074 15.7003 -2.2826
-0.0673 -17.9756 -2.0400
0.0959 5.8874 -0.0161
16.8013 0.3317 -2.4026

net charge: +3
HOMO (alpha / beta): -19.94 / -19.94 eV
multiplicity: 2

***

DFT (wB97M-V/def2-TZVPD) results for C9H9F6N2O9S5Ta as an isolated structure at a distorted geometry.

Element x y z (Å)
Ta (0.778, -0.227, 0.550)
O (0.711, -2.587, 1.164)
C (-0.535, -3.263, 1.288)
C (-1.247, -2.911, 0.012)
N (-1.363, -1.449, -0.103)
C (-2.384, -0.910, 0.798)
C (-1.770, -0.474, 2.128)
O (-2.450, -0.227, 3.082)
O (-0.447, -0.358, 2.101)
C (-1.487, -1.083, -1.516)
C (-0.095, -1.108, -2.153)
O (0.065, -1.186, -3.334)
O (0.893, -1.000, -1.265)
H (1.246, -2.641, 1.966)
H (-0.379, -4.341, 1.358)
H (-1.078, -2.930, 2.176)
H (-0.642, -3.269, -0.822)
H (-2.234, -3.381, -0.050)
H (-2.831, -0.014, 0.368)
H (-3.187, -1.622, 0.997)
H (-2.157, -1.740, -2.075)
H (-1.854, -0.060, -1.608)
S (5.079, -1.991, -1.592)
C (3.876, -2.952, -1.464)
S (2.712, -0.621, 1.319)
S (2.666, -3.910, -1.333)
F (2.707, 4.014, -1.361)
C (2.205, 2.901, -1.876)
F (2.581, 2.788, -3.140)
F (2.671, 1.852, -1.185)
S (0.346, 2.909, -1.789)
O (-0.010, 1.511, -1.635)
O (-0.096, 3.649, -2.915)
N (0.045, 3.687, -0.428)
S (-0.282, 2.742, 0.755)
O (0.872, 1.846, 1.049)
O (-1.523, 2.024, 0.740)
C (-0.335, 3.887, 2.194)
F (-1.337, 4.733, 2.025)
F (-0.535, 3.163, 3.280)
F (0.805, 4.549, 2.296)

Atoms 1-6, force components in eV/Å:
-1.1525 -1.1179 -0.0589
0.0867 0.1466 -0.0430
-0.0983 -0.0899 0.0216
0.0663 -0.0452 0.0031
-0.0728 0.4669 -0.1133
-0.0024 0.0002 0.0523

energy above the lowest of the compared OMol25 structures with the same formula, charge and spin: 13.5 kcal/mol
HOMO: -9.55 eV
multiplicity: 1

***

DFT (wB97M-V/def2-TZVPD) results for one molecule with the formula C9H9F7O3 at a distorted geometry.

Element x y z (Å)
C (2.141, 2.246, 1.143)
C (1.370, 0.924, 1.041)
C (-0.122, 1.109, 1.034)
O (-0.731, -0.193, 1.127)
C (0.135, -1.281, 0.845)
C (-0.662, -2.652, 0.688)
F (0.182, -3.704, 0.436)
F (-1.295, -2.943, 1.857)
C (-1.651, -2.614, -0.522)
F (-2.396, -1.477, -0.488)
F (-0.965, -2.588, -1.731)
C (-2.685, -3.800, -0.566)
F (-3.442, -3.696, -1.693)
F (-3.566, -3.706, 0.427)
F (-2.109, -5.043, -0.546)
O (1.060, -1.300, 1.963)
C (1.714, -0.030, 2.187)
O (0.921, -1.003, -0.340)
C (1.733, 0.197, -0.259)
H (3.212, 2.013, 1.049)
H (1.946, 2.794, 2.093)
H (1.851, 2.865, 0.304)
H (-0.474, 1.774, 1.884)
H (-0.494, 1.548, 0.129)
H (2.783, -0.157, 2.304)
H (1.369, 0.390, 3.117)
H (1.606, 0.864, -1.149)
H (2.795, -0.091, -0.257)

Atoms 1-6, force components in eV/Å:
-0.0429 -0.5098 0.3810
0.8808 0.1987 -0.0933
-0.4437 -0.0563 1.0486
-0.7024 -1.1812 -0.2369
2.6972 3.2993 0.8032
1.0252 -0.0627 0.1349

SMILES: C[C@]12CO[C@](C(F)(F)C(F)(F)C(F)(F)F)(OC1)OC2
energy above the lowest of the compared OMol25 structures with the same formula, charge and spin: 0.0 kcal/mol
HOMO: -10.20 eV
multiplicity: 1

***

DFT (wB97M-V/def2-TZVPD) results for one molecule with the formula C9H9N3O at a distorted geometry.

Element x y z (Å)
C (2.803, -0.566, 0.591)
C (2.018, -1.670, 0.160)
C (2.343, 0.732, 0.592)
C (0.690, -1.426, -0.012)
C (0.172, -0.161, 0.336)
C (0.975, 0.967, 0.325)
C (-2.473, -0.246, 0.257)
C (-0.595, -1.728, -0.777)
C (-1.092, -0.324, -0.289)
N (0.354, 1.982, -0.363)
N (-0.927, 1.707, -0.688)
N (-2.722, 0.827, 1.042)
O (-3.272, -1.146, 0.081)
H (3.853, -0.736, 0.777)
H (2.497, -2.607, -0.083)
H (3.031, 1.553, 0.721)
H (-0.429, -1.800, -1.849)
H (-1.216, -2.550, -0.431)
H (0.941, 2.543, -0.979)
H (-1.142, 2.046, -1.627)
H (-2.132, 1.632, 0.878)
H (-3.677, 0.970, 1.338)

Atoms 1-6, force components in eV/Å:
0.0105 0.0851 -0.1504
-0.0327 -0.3056 0.0124
0.2124 0.2539 0.1086
0.1262 0.6234 0.4847
0.0697 0.1371 -0.2189
-0.5568 -0.4068 -0.1277

energy above the lowest of the compared OMol25 structures with the same formula, charge and spin: 91.8 kcal/mol
HOMO (alpha / beta): -8.00 / -8.00 eV
multiplicity: 1

***

DFT (wB97M-V/def2-TZVPD) results for a 2-piece molecular cluster, C9H9N3O2 overall at a distorted geometry.

Element x y z (Å)
O (-2.658, 1.057, 3.417)
C (-2.023, 1.649, 2.579)
C (-1.576, 3.055, 2.603)
C (-0.855, 3.544, 1.550)
N (-0.391, 2.732, 0.532)
C (-0.670, 1.351, 0.519)
O (-0.161, 0.630, -0.312)
N (-1.615, 0.969, 1.452)
H (-1.961, 3.756, 3.366)
H (-0.518, 4.597, 1.531)
H (0.485, 2.936, -0.004)
H (-1.811, -0.034, 1.436)
C (1.039, -1.222, -1.776)
C (0.882, -1.930, -0.601)
C (1.346, -3.247, -0.449)
N (1.733, -4.022, -1.564)
C (1.689, -3.304, -2.746)
C (1.185, -1.919, -2.943)
H (0.860, -0.143, -1.665)
H (0.632, -1.355, 0.181)
H (0.997, -3.704, 0.428)
H (2.112, -3.852, -3.576)
H (1.279, -1.546, -3.959)

Atoms 1-6, force components in eV/Å:
-0.2411 0.2394 0.2735
0.2439 0.7544 0.6177
-0.3142 0.9511 -0.8501
0.2882 -0.0234 1.2769
0.9930 -0.7007 -0.2899
-0.3114 1.4136 -0.2366

SMILES: O=c1cc[nH]c(=O)[nH]1.c1ccncc1
energy above the lowest of the compared OMol25 structures with the same formula, charge and spin: 52.0 kcal/mol
HOMO: -8.99 eV
multiplicity: 1

***

DFT (wB97M-V/def2-TZVPD) results for a 2-piece molecular cluster, C9H9N3O2 overall at a distorted geometry.

Element x y z (Å)
O (0.303, -1.979, -2.343)
C (0.961, -1.658, -1.375)
C (1.242, -2.411, -0.168)
C (2.011, -1.830, 0.826)
N (2.602, -0.568, 0.734)
C (2.319, 0.233, -0.346)
O (2.522, 1.455, -0.381)
N (1.676, -0.436, -1.382)
H (0.569, -3.303, -0.090)
H (2.129, -2.352, 1.727)
H (2.971, -0.236, 1.588)
H (1.527, 0.120, -2.193)
C (-2.283, 1.602, -0.773)
C (-1.571, 2.408, 0.114)
C (-1.079, 1.870, 1.337)
N (-1.400, 0.682, 1.795)
C (-2.227, -0.016, 0.965)
C (-2.646, 0.331, -0.310)
H (-2.326, 1.776, -1.929)
H (-1.204, 3.355, -0.177)
H (-0.371, 2.402, 1.985)
H (-2.487, -1.050, 1.303)
H (-3.237, -0.398, -0.908)

Atoms 1-6, force components in eV/Å:
0.0157 0.0708 0.5832
1.2405 0.5353 -0.2950
-0.5482 0.3068 1.1526
-1.4422 -0.2973 -2.5882
-1.0675 -2.3072 -0.6741
-0.5852 2.3731 -0.2272

SMILES: O=c1cc[nH]c(=O)[nH]1.c1ccncc1
energy above the lowest of the compared OMol25 structures with the same formula, charge and spin: 33.6 kcal/mol
HOMO: -9.61 eV
multiplicity: 1

***

DFT (wB97M-V/def2-TZVPD) results for C9H9N3O2 as an isolated structure at a distorted geometry.

Element x y z (Å)
C (-2.532, -4.240, 1.041)
C (-1.186, -2.518, 0.382)
C (-0.327, -0.201, -0.315)
C (-0.668, 1.116, -0.691)
C (0.643, 3.249, -0.744)
C (1.908, 3.621, -0.680)
C (2.984, 2.642, -0.454)
C (2.614, 1.544, 0.043)
C (1.296, 0.912, -0.016)
H (-3.650, -4.582, 1.069)
H (-2.035, -5.207, 0.633)
H (-2.241, -3.478, 2.047)
H (-2.210, -1.130, 0.014)
H (-1.413, 1.729, -1.070)
H (-0.396, 3.947, -0.590)
H (1.960, 4.773, -0.912)
H (3.968, 3.143, -0.285)
H (3.759, 0.852, 0.142)
N (-1.134, -1.385, -0.235)
N (0.467, 1.795, -0.602)
N (0.856, -0.300, 0.245)
O (-2.349, -3.144, -0.128)
O (-0.316, -3.138, 1.107)

Atoms 1-6, force components in eV/Å:
-1.8957 1.3889 -0.4375
4.3150 -6.4566 1.6026
-3.0692 -1.5409 1.4169
-0.6928 -2.1298 -0.7044
-3.1968 -1.3895 1.2988
0.0869 3.3344 -1.4574

energy above the lowest of the compared OMol25 structures with the same formula, charge and spin: 190.4 kcal/mol
HOMO: -8.37 eV
multiplicity: 1

***

DFT (wB97M-V/def2-TZVPD) results for one molecule with the formula C9H9N3O2S2 at a distorted geometry.

Element x y z (Å)
C (3.733, -0.867, -0.376)
O (2.823, -1.894, -0.060)
C (2.463, -2.672, -1.177)
C (1.247, -3.500, -0.813)
O (1.181, -4.699, -0.908)
N (0.172, -2.792, -0.319)
C (-0.022, -1.444, -0.276)
N (0.582, -0.553, -0.983)
N (0.184, 0.681, -0.752)
C (-0.751, 0.795, 0.130)
C (-1.344, 2.021, 0.540)
C (-2.341, 2.216, 1.464)
C (-2.681, 3.570, 1.615)
C (-1.944, 4.385, 0.811)
S (-0.817, 3.523, -0.152)
S (-1.247, -0.764, 0.805)
H (4.658, -1.274, -0.800)
H (3.289, -0.158, -1.083)
H (3.956, -0.359, 0.560)
H (3.276, -3.354, -1.465)
H (2.206, -2.029, -2.031)
H (-0.566, -3.368, 0.070)
H (-2.803, 1.410, 2.006)
H (-3.438, 3.923, 2.291)
H (-1.998, 5.453, 0.728)

Atoms 1-6, force components in eV/Å:
0.0267 0.0757 -0.0469
-0.1298 -0.3668 0.0752
0.3784 0.0027 -0.1867
0.4228 0.1460 -0.0827
0.0658 -0.1685 -0.0559
-0.5210 -0.4911 0.3677

SMILES: COCC(=O)Nc1nnc(-c2cccs2)s1
energy above the lowest of the compared OMol25 structures with the same formula, charge and spin: 0.0 kcal/mol
HOMO: -8.44 eV
multiplicity: 1